(1)
Formula: C5H10O5S2
Source: the OMol25 dataset
Level of theory: the ωB97M-V functional and the def2-TZVPD basis

Computed properties:
- Electronic energy: -37253.797 eV
- Frontier orbital gap: 9.72 eV
- SMILES: CCSCOC(=O)OS(C)(=O)=O
- Lowest unoccupied orbital energy: 0.61 eV

Positions of all 22 atoms, in Å:
C  -0.6820  -4.7197  -0.2197
C  0.2116  -3.5023  -0.5929
S  -0.4405  -2.0480  0.2865
C  0.3321  -0.6457  -0.6228
O  -0.5659  0.4477  -0.4683
C  -0.0026  1.6070  -0.6414
O  1.1205  1.8277  -0.8688
O  -0.9154  2.6595  -0.5688
S  -0.8355  3.4456  0.8567
C  0.7733  4.1994  1.0684
O  -1.7994  4.4776  0.7860
O  -1.0882  2.6023  1.9718
H  -0.0709  -5.4078  0.3600
H  -1.0308  -5.1794  -1.1431
H  -1.5601  -4.3963  0.3389
H  1.2574  -3.6882  -0.3452
H  0.1946  -3.3069  -1.6689
H  1.3085  -0.4782  -0.1779
H  0.4550  -0.9727  -1.6575
H  1.1848  4.3942  0.0761
H  0.6863  5.1285  1.6251
H  1.4671  3.5554  1.6057

***

(2)
Formula: CH2F3PS
Source: the OMol25 dataset
Level of theory: the ωB97M-V functional and the def2-TZVPD basis

Computed properties:
- Electronic energy: -29344.064 eV
- Frontier orbital gap: 7.64 eV
- Lowest unoccupied orbital energy: -2.23 eV

Positions of all 8 atoms, in Å:
C  -3.4242  0.0820  0.0454
F  -2.8892  1.2617  -0.3927
F  -4.4870  -0.0724  -0.6919
F  -3.9142  0.2834  1.3007
P  0.0090  0.0577  0.7959
S  -2.3250  -1.3394  -0.0332
H  0.7050  0.1011  -0.4161
H  0.5336  -1.2777  0.7717

***

(3)
Formula: C28H36N6SSbSn
Source: the OMol25 dataset
Level of theory: the ωB97M-V functional and the def2-TZVPD basis

Computed properties:
- Electronic energy: -61761.107 eV
- Frontier orbital gap: 6.75 eV
- Lowest unoccupied orbital energy: -3.15 eV
- Net charge: +1

Positions of all 73 atoms, in Å:
Sn  -0.0422  -0.2532  1.5411
N  2.4367  -0.2527  5.2991
C  1.3842  -0.3704  4.4673
S  0.8458  1.0724  3.6492
N  0.8388  -1.5596  4.3673
N  -0.1877  -1.5926  3.4659
C  -1.1443  -2.4006  3.7177
C  -2.3074  -2.4837  2.8263
C  -3.3430  -3.3747  3.0642
C  -4.4123  -3.3917  2.1776
C  -4.4074  -2.5287  1.0945
C  -3.3270  -1.6695  0.9344
N  -2.3068  -1.6484  1.7820
H  2.7785  0.6585  5.5370
H  2.6688  -1.0356  5.8881
H  -1.1083  -3.0053  4.6189
H  -3.3123  -4.0312  3.9232
H  -5.2397  -4.0706  2.3350
H  -5.2227  -2.5104  0.3852
H  -3.2723  -0.9766  0.1005
C  0.3301  -4.6713  -0.3081
C  -0.0290  -3.5595  0.4589
N  0.7494  -2.5066  0.6240
C  1.9564  -2.5033  0.0147
C  2.3959  -3.5621  -0.7918
C  1.5446  -4.6694  -0.9410
C  3.6776  -3.4945  -1.4333
C  4.4755  -2.4225  -1.2664
C  4.0640  -1.3265  -0.4369
C  4.8753  -0.1985  -0.2279
C  4.4288  0.8130  0.5782
C  3.1707  0.6925  1.1774
N  2.3905  -0.3583  1.0044
C  2.8186  -1.3608  0.2037
H  -0.3540  -5.5034  -0.3934
H  -0.9941  -3.5363  0.9466
H  1.8565  -5.5043  -1.5559
H  3.9843  -4.3248  -2.0564
H  5.4415  -2.3675  -1.7517
H  5.8440  -0.1426  -0.7093
H  5.0259  1.6940  0.7658
H  2.7900  1.4634  1.8352
C  -3.3376  2.7465  -3.5152
C  -1.8171  2.7009  -3.4017
C  -1.1928  2.0516  -4.6307
Sb  -1.2530  1.6521  -1.5942
C  0.8377  2.2457  -1.5174
C  1.1104  3.6086  -2.1402
C  1.7326  1.1704  -2.1276
C  -2.0416  3.1666  -0.2438
C  -3.4004  2.7180  0.2883
C  -1.1128  3.5160  0.9139
H  -3.6378  3.2546  -4.4360
H  -3.8001  3.2815  -2.6833
H  -3.7656  1.7404  -3.5484
H  -1.4391  3.7211  -3.2948
H  -1.4962  1.0051  -4.7230
H  -0.1015  2.0798  -4.6069
H  -1.5132  2.5636  -5.5426
H  1.0517  2.2983  -0.4426
H  0.9548  3.5830  -3.2209
H  2.1492  3.9116  -1.9735
H  0.4684  4.3920  -1.7341
H  1.5880  1.0986  -3.2078
H  1.5337  0.1798  -1.7090
H  2.7901  1.4011  -1.9612
H  -2.1742  4.0560  -0.8676
H  -3.2836  1.8597  0.9586
H  -4.0910  2.4251  -0.5053
H  -3.8768  3.5154  0.8655
H  -0.9294  2.6506  1.5587
H  -1.5684  4.2830  1.5474
H  -0.1465  3.8973  0.5838

***

(4)
Formula: C10H16
Source: the OMol25 dataset
Level of theory: the ωB97M-V functional and the def2-TZVPD basis

Computed properties:
- Electronic energy: -10626.374 eV
- Frontier orbital gap: 9.62 eV
- SMILES: CCc1ccccc1.CC
- Lowest unoccupied orbital energy: 0.97 eV

Positions of all 26 atoms, in Å:
C  3.5026  0.3569  0.2604
C  2.1947  0.8988  -0.1678
C  1.2017  -0.1229  0.2773
C  0.8190  -0.9361  -0.7683
C  -0.1077  -1.8612  -0.5569
C  -0.6363  -2.0217  0.7246
C  -0.1700  -1.1553  1.8586
C  0.8706  -0.2293  1.6404
H  3.7466  0.7641  1.3532
H  4.4156  0.6853  -0.2320
H  3.7873  -0.7877  0.2625
H  2.2058  1.9832  0.3111
H  2.2317  1.1308  -1.2819
H  1.2418  -0.8165  -1.7049
H  -0.5659  -2.3823  -1.4351
H  -1.6082  -2.5564  0.8541
H  -1.0419  -1.1045  2.5622
H  1.0292  0.3272  2.5174
C  -2.6335  1.6624  -0.8712
C  -3.1886  0.2368  -0.6877
H  -2.5634  1.8311  -2.0796
H  -3.2344  2.5112  -0.4366
H  -1.6179  1.9380  -0.6486
H  -3.9150  0.2093  0.0323
H  -2.3944  -0.4329  -0.2281
H  -3.5695  -0.1284  -1.5553

***

(5)
Formula: C4H13N2O
Source: the OMol25 dataset
Level of theory: the ωB97M-V functional and the def2-TZVPD basis

Computed properties:
- Electronic energy: -9378.081 eV
- Frontier orbital gap: 8.54 eV
- Lowest unoccupied orbital energy: -4.48 eV
- Net charge: +1

Positions of all 20 atoms, in Å:
C  0.8870  -0.6296  0.5121
C  0.7492  0.7635  -0.0377
C  0.1475  0.6563  -1.6099
C  -1.9152  0.2830  -2.7742
N  -1.1949  0.1132  -1.7932
N  -0.4974  -1.1784  0.8795
H  1.4610  -1.2157  -0.0992
H  1.3097  -0.5155  1.5318
H  1.6094  1.3958  -0.1067
H  -0.1177  1.2441  0.5413
H  0.8522  -0.0379  -2.0382
H  0.1035  1.6760  -1.9982
H  -1.2165  0.6486  -3.7011
H  -2.9270  -0.1245  -2.8161
H  -0.3886  -2.1634  1.1220
H  -1.6151  -0.4098  -1.0914
H  -0.8347  -0.7437  1.7464
H  0.5034  0.3090  4.0646
H  1.8743  -0.0718  4.1469
O  1.2102  0.0007  3.5214

***

(6)
Formula: C18H27BrN4O3S
Source: the OMol25 dataset
Level of theory: the ωB97M-V functional and the def2-TZVPD basis

Computed properties:
- Electronic energy: -112085.328 eV
- Frontier orbital gap: 9.02 eV
- SMILES: O=C(CN1CCN(S(=O)(=O)N2CCCCCC2)CC1)Nc1ccc(Br)cc1
- Lowest unoccupied orbital energy: 0.57 eV

Positions of all 54 atoms, in Å:
O  -4.2874  -3.1941  1.0589
C  -3.5755  -2.5695  0.3069
C  -2.1879  -3.0619  -0.1102
N  -1.3169  -1.9573  -0.4675
C  -0.2023  -2.3539  -1.3132
C  0.5636  -1.1078  -1.7456
N  1.0510  -0.4223  -0.5649
S  2.0772  0.8613  -0.9129
O  1.3191  2.0420  -1.1952
O  2.9949  0.3947  -1.9084
N  2.7701  1.0261  0.5853
C  3.6595  -0.0650  0.9187
C  5.0964  0.0679  0.4085
C  5.8803  1.1604  1.1370
C  5.7239  2.5623  0.5386
C  4.3155  2.9054  0.0427
C  3.1780  2.3772  0.9215
C  -0.0420  -0.0244  0.2956
C  -0.8214  -1.2663  0.7146
N  -3.8859  -1.3945  -0.2992
C  -5.0470  -0.6322  -0.2077
C  -5.0819  0.5902  -0.8795
C  -6.2102  1.3841  -0.8345
C  -7.3109  0.9537  -0.1125
Br  -8.8715  2.0445  -0.0494
C  -7.2935  -0.2550  0.5619
C  -6.1634  -1.0484  0.5152
H  -2.3328  -3.6989  -0.9882
H  -1.7863  -3.6930  0.6968
H  -0.5943  -2.8625  -2.1965
H  0.4846  -3.0345  -0.7848
H  1.4305  -1.3658  -2.3531
H  -0.0985  -0.4507  -2.3282
H  3.1940  -0.9516  0.4852
H  3.6620  -0.1682  2.0099
H  5.0760  0.2516  -0.6650
H  5.5865  -0.8938  0.5757
H  5.5692  1.1706  2.1845
H  6.9430  0.9086  1.1252
H  6.0252  3.2891  1.2970
H  6.4099  2.6708  -0.3037
H  4.1554  2.5015  -0.9585
H  4.2308  3.9911  -0.0303
H  2.2887  2.9905  0.7664
H  3.4447  2.3991  1.9806
H  0.3917  0.4748  1.1618
H  -0.7014  0.6830  -0.2267
H  -1.6707  -0.9764  1.3370
H  -0.1600  -1.9212  1.3058
H  -3.1280  -1.0105  -0.8571
H  -4.2189  0.9186  -1.4405
H  -6.2356  2.3287  -1.3554
H  -8.1584  -0.5776  1.1206
H  -6.1392  -1.9905  1.0368

***

(7)
Formula: C6H13N
Source: the OMol25 dataset
Level of theory: the ωB97M-V functional and the def2-TZVPD basis

Computed properties:
- Electronic energy: -7917.505 eV
- Frontier orbital gap: 7.04 eV
- Lowest unoccupied orbital energy: -0.70 eV

Positions of all 20 atoms, in Å:
C  -1.7863  0.6805  -0.1509
C  -0.4216  0.7574  -0.5081
C  0.5662  -0.2680  -0.2906
C  0.2089  -1.5608  -0.0506
C  1.9934  0.1785  -0.0804
C  2.3049  0.6621  1.3671
N  -2.5493  -0.3418  -0.8672
H  -2.3796  1.5989  -0.1992
H  -1.7502  0.2627  1.0623
H  -0.1629  1.5159  -1.2399
H  -2.0829  -0.1536  1.8253
H  0.9668  -2.1658  0.4527
H  -0.8183  -1.8938  -0.0640
H  2.1182  0.8899  -0.9089
H  2.6480  -0.6647  -0.3439
H  1.2678  0.8542  1.6799
H  2.5069  -0.2296  1.9712
H  3.0158  1.4640  1.5059
H  -1.9153  -0.8455  -1.4714
H  -3.0187  -1.0249  -0.2721

***

(8)
Formula: C5H8N2
Source: the OMol25 dataset
Level of theory: the ωB97M-V functional and the def2-TZVPD basis

Computed properties:
- Electronic energy: -8294.076 eV
- Frontier orbital gap: 8.82 eV
- SMILES: Cn1ccc(N)c1
- Lowest unoccupied orbital energy: 1.07 eV

Positions of all 15 atoms, in Å:
C  2.0028  0.2657  -0.3899
N  0.9233  0.0906  0.5777
C  0.4255  -1.2047  0.6323
C  -0.9038  -1.2029  0.3531
C  -1.2740  0.1655  0.0821
N  -2.5520  0.5957  -0.3125
C  -0.1617  0.9201  0.2692
H  1.6062  0.0057  -1.3824
H  2.3253  1.3094  -0.4052
H  2.8521  -0.3775  -0.1533
H  1.0983  -2.0325  0.8251
H  -1.5627  -2.0614  0.3219
H  -2.9569  -0.0767  -0.9538
H  -2.4916  1.4885  -0.7902
H  -0.0055  1.9838  0.1437

***

(9)
Formula: CH10NO2
Source: the OMol25 dataset
Level of theory: the ωB97M-V functional and the def2-TZVPD basis

Computed properties:
- Electronic energy: -6778.444 eV
- Frontier orbital gap: 13.07 eV
- Lowest unoccupied orbital energy: -3.17 eV
- Net charge: +1

Positions of all 14 atoms, in Å:
C  0.5764  0.1219  -1.5467
N  0.2785  0.5030  -0.1355
H  1.6387  -0.1019  -1.6186
H  -0.0821  -0.6836  -1.8249
H  0.4264  0.9941  -2.1856
H  -0.7380  0.5572  0.0266
H  0.6768  1.4224  0.0445
H  0.8288  -0.1076  0.4697
H  -2.8845  -0.2899  0.5953
H  -3.0848  0.3430  -0.8086
O  -2.4332  -0.0619  -0.2243
H  1.4328  -0.3244  2.9341
H  1.8551  -1.6330  2.2047
O  1.5092  -0.7392  2.0693

***

(10)
Formula: C11H20Cl2F6KMg2N2O6P
Source: the OMol25 dataset
Level of theory: the ωB97M-V functional and the def2-TZVPD basis

Computed properties:
- Electronic energy: -104842.657 eV
- Frontier orbital gap: 1.95 eV
- Lowest unoccupied orbital energy: -5.49 eV

Positions of all 51 atoms, in Å:
C  -0.6012  4.4107  -1.7874
C  0.0960  3.3148  -2.2381
C  -0.5053  2.1082  -2.0866
C  -1.7227  1.9967  -1.5085
C  -2.1796  0.5823  -1.3213
C  -1.8035  0.3682  0.2237
C  -0.3503  0.0319  0.2107
N  -0.1509  -0.7963  -1.0062
C  -1.3321  -0.5249  -1.9535
N  -2.4619  3.0412  -1.1099
C  -1.8618  4.2621  -1.2789
H  -0.1697  5.3881  -1.8675
H  1.1169  3.2362  -2.6416
H  0.0489  1.2592  -2.4184
H  -3.2983  0.3875  -1.5008
H  -2.4890  -0.2324  0.8022
H  -1.7868  1.3820  0.6298
H  0.0085  -0.4145  1.1292
H  0.3028  0.8773  0.0319
H  -0.0859  -1.8007  -0.6879
H  0.7614  -0.4869  -1.3808
H  -1.0163  -0.4104  -2.9732
H  -1.8971  -1.4562  -1.8963
H  -2.4213  5.1236  -0.9662
O  2.4191  -1.9241  0.3307
H  1.7860  -1.2747  0.0023
Cl  -4.4071  0.9858  -2.8696
K  -4.6733  -0.4432  -0.4394
Mg  -1.8772  2.9775  1.3108
C  0.0410  -1.3244  4.1573
O  -0.4828  -1.8401  2.9289
H  -0.5577  -0.4603  4.4390
H  -0.0245  -2.0732  4.9479
H  1.0813  -1.0137  4.0393
H  0.0472  -2.6084  2.6831
C  -0.4943  -4.1101  -0.0914
O  0.1209  -3.3548  -0.9320
O  0.0675  -4.0008  1.2121
O  -1.4265  -4.8490  -0.2667
H  0.7864  -3.3747  1.0307
Cl  2.5414  2.5649  -1.5888
Mg  3.2574  -1.9077  -1.3679
F  4.8262  -0.3638  0.4427
P  4.3062  0.5222  1.7812
F  2.8276  0.0111  1.1403
F  5.2574  -0.5324  2.6316
F  5.7035  1.3798  1.5743
F  3.4790  0.5350  3.2220
F  3.6628  2.0402  1.5854
O  -2.6926  -3.5506  -2.3148
H  -1.7757  -3.6580  -1.9933